P) This record from the Open Molecules 2025 dataset describes an isolated molecule of C6H8N2. The level of theory is ωB97M-V/def2-TZVPD.

## Properties
Gap between HOMO and LUMO in eV: 10.408
SMILES string: [H]/N=C\N1CC(C#C)C1
Total charge: 0
LUMO level in eV: 0.9

Last column: natural (NBO) charge in e.
Cartesian coordinates (Å):
C (-1.0250, 1.4331, 1.3999)  0.27
C (-1.1033, -0.1550, -0.4384)  -0.19
C (0.0947, -1.1374, -0.4784)  -0.33
C (0.5552, -0.3169, 0.7985)  -0.19
C (0.8612, -1.3203, -1.6313)  -0.03
C (1.5728, -1.0938, -2.6095)  -0.21
H (0.8883, 1.7160, 2.0368)  0.33
H (-2.0312, 2.0022, 1.2558)  0.19
H (-2.0725, -0.6639, -0.7116)  0.21
H (-0.8108, 0.6727, -1.1833)  0.19
H (-0.3115, -2.1093, -0.0268)  0.23
H (0.9974, -0.8202, 1.6334)  0.21
H (1.1412, 0.6591, 0.4536)  0.18
H (2.2144, -1.1327, -3.5003)  0.25
N (-0.1243, 2.1273, 2.0445)  -0.69
N (-0.8466, 0.1391, 0.9572)  -0.45



Q) This record from the Open Molecules 2025 dataset describes an isolated molecule of C6H8N2. The level of theory is ωB97M-V/def2-TZVPD.

## Properties
Gap between HOMO and LUMO in eV: 8.302
SMILES string: c1cc2n(c1)CCN2
Total charge: 0
LUMO level in eV: 1.0

Last column: natural (NBO) charge in e.
Cartesian coordinates (Å):
C (-1.9559, -0.1231, 0.1316)  -0.22
C (-1.0740, 1.0944, -0.1936)  -0.21
C (1.5341, 1.0250, 0.0127)  -0.10
C (2.3442, -0.0776, -0.0200)  -0.27
C (1.5247, -1.2314, -0.0640)  -0.37
C (0.2280, -0.8049, -0.0798)  0.31
H (-2.8821, -0.1316, -0.4265)  0.21
H (-2.1631, -0.1006, 1.2181)  0.18
H (-1.1770, 1.4297, -1.2444)  0.19
H (-1.2565, 1.9439, 0.4767)  0.21
H (1.7068, 2.0958, 0.0754)  0.21
H (3.4311, -0.0610, 0.0488)  0.22
H (1.8716, -2.2440, -0.0726)  0.22
H (-1.2831, -2.0889, 0.3499)  0.38
N (0.2412, 0.5474, 0.0050)  -0.35
N (-1.0900, -1.2729, -0.2172)  -0.60



R) This record from the Open Molecules 2025 dataset describes an isolated molecule of C6H8N2. The level of theory is ωB97M-V/def2-TZVPD.

## Properties
Gap between HOMO and LUMO in eV: 10.694
SMILES string: C1=NN=CC12CCC2
Total charge: 0
LUMO level in eV: 0.5

Last column: natural (NBO) charge in e.
Cartesian coordinates (Å):
C (1.9257, 0.5506, 1.0309)  -0.40
C (0.7591, 1.3540, 0.4440)  -0.36
C (0.1605, 0.0239, -0.1146)  -0.21
C (1.6304, -0.5562, -0.0112)  -0.36
C (-0.6278, 0.0108, -1.3771)  0.08
C (-0.8745, -0.5407, 0.7774)  0.07
H (2.9193, 1.0427, 0.9996)  0.21
H (1.7443, 0.2266, 2.0794)  0.21
H (1.1135, 2.0176, -0.3637)  0.21
H (0.1777, 1.9429, 1.1283)  0.22
H (2.1735, -0.3398, -0.9614)  0.21
H (1.7428, -1.5807, 0.2965)  0.22
H (-0.2560, 0.3714, -2.3479)  0.20
H (-0.7946, -0.6938, 1.8632)  0.21
N (-1.8332, -0.3924, -1.2157)  -0.25
N (-1.9755, -0.7563, 0.1885)  -0.26



Computed energies relative to the best structure, in kJ/mol: P) 344.0; Q) 0.0; R) 166.8



P) This record from the Open Molecules 2025 dataset describes an isolated molecule of C6H8N2. The level of theory is ωB97M-V/def2-TZVPD.

## Properties
Gap between HOMO and LUMO in eV: 8.605
Total charge: 0
LUMO level in eV: -0.2

Last column: natural (NBO) charge in e.
Cartesian coordinates (Å):
C (-1.5060, -0.8428, 1.4540)  -0.19
C (-1.2202, -2.1451, 1.8639)  0.15
C (-0.7461, -0.1926, 0.7433)  0.14
C (1.4169, 0.6111, -0.0255)  -0.58
C (-0.6474, 1.4146, -1.1551)  -0.59
C (-0.0947, 0.9503, 0.1601)  -0.32
N (-0.7073, -2.6365, 0.8177)  -0.06
N (0.2789, -2.4445, 0.1385)  -0.43
H (0.6106, -3.2229, -0.5697)  0.36
H (1.6160, 1.4103, -0.7688)  0.21
H (1.4619, -0.3762, -0.2488)  0.23
H (1.9413, 0.7826, 0.9342)  0.21
H (-1.5883, 1.9851, -1.0567)  0.22
H (-0.6238, 0.7008, -1.8948)  0.21
H (-0.0152, 2.2454, -1.3506)  0.21
H (-0.1765, 1.7603, 0.9582)  0.23



Q) This record from the Open Molecules 2025 dataset describes an isolated molecule of C6H8N2. The level of theory is ωB97M-V/def2-TZVPD.

## Properties
Gap between HOMO and LUMO in eV: 9.194
SMILES string: CN1CC=C[C@H]1C#N
Total charge: 0
LUMO level in eV: 0.8

Last column: natural (NBO) charge in e.
Cartesian coordinates (Å):
C (0.4525, -2.1581, -0.3977)  -0.39
C (0.3718, -0.6658, 1.6591)  -0.22
C (0.0820, 0.7725, 1.9138)  -0.19
C (-0.3809, 1.3739, 0.7671)  -0.18
C (-0.4511, 0.2955, -0.3148)  -0.17
C (-0.1536, 0.8831, -1.6615)  0.27
H (1.1668, -2.1722, -1.2651)  0.20
H (-0.4728, -2.4163, -0.7181)  0.19
H (0.8037, -2.9133, 0.2707)  0.21
H (-0.4260, -1.2729, 2.2668)  0.17
H (1.4198, -1.0112, 2.0418)  0.20
H (0.0293, 1.2893, 2.8411)  0.23
H (-0.8665, 2.3058, 0.3951)  0.24
H (-1.5229, 0.1697, -0.3823)  0.21
N (0.1699, -0.8866, 0.2693)  -0.44
N (-0.1207, 1.3172, -2.7330)  -0.32



R) This record from the Open Molecules 2025 dataset describes C6H8N2 as an isolated structure. The level of theory is ωB97M-V/def2-TZVPD.

## Properties
Gap between HOMO and LUMO in eV: 9.047
Total charge: 0
LUMO level in eV: 0.7

Last column: natural (NBO) charge in e.
Cartesian coordinates (Å):
C (0.3296, 0.1512, 1.6775)  -0.45
C (-1.7160, -0.6940, 0.6381)  0.21
C (-1.5360, -0.3208, -1.3108)  0.01
C (-0.3276, -0.1071, -0.8311)  -0.10
C (0.8067, 0.3944, -1.2869)  -0.16
C (2.0102, 0.5456, -0.6958)  -0.40
H (-0.3977, 0.4657, 2.5506)  0.25
H (0.8889, 1.2054, 1.3184)  0.25
H (0.9974, -0.7408, 1.6015)  0.24
H (-1.9711, -1.4863, 1.5766)  0.18
H (-1.9422, -0.1681, -2.4034)  0.20
H (0.7474, 1.3023, -2.2672)  0.21
H (2.1376, -0.3171, 0.3318)  0.13
H (3.0028, 0.8657, -0.9384)  0.23
N (-0.5023, -0.3941, 0.4976)  -0.34
N (-2.5278, -0.7021, -0.4584)  -0.45



S) This record from the Open Molecules 2025 dataset describes an isolated molecule of C6H8N2. The level of theory is ωB97M-V/def2-TZVPD.

## Properties
Gap between HOMO and LUMO in eV: 9.074
SMILES string: C=C=NN1C(C)=C1C
Total charge: 0
LUMO level in eV: 0.8

Last column: natural (NBO) charge in e.
Cartesian coordinates (Å):
C (-0.5051, -0.1890, 1.1871)  0.16
C (-0.4636, -0.9435, 0.1296)  0.12
C (1.7544, 0.1643, -0.4438)  0.35
C (1.9228, 0.8339, -1.6069)  -0.63
C (-1.1399, 0.8878, 2.0224)  -0.68
C (-0.9301, -1.0937, -1.1888)  -0.67
N (0.5966, -1.1774, 1.0926)  -0.25
N (1.7655, -0.4481, 0.6224)  -0.32
H (2.3764, 0.2427, -2.3927)  0.24
H (1.6039, 1.8869, -1.7317)  0.24
H (-1.1625, 0.6430, 3.1303)  0.24
H (-2.2141, 0.9963, 1.5703)  0.25
H (-0.4070, 1.6556, 2.1365)  0.25
H (-0.6313, -2.0988, -1.5355)  0.23
H (-0.5654, -0.3647, -1.8030)  0.25
H (-2.0007, -0.9953, -1.1888)  0.24



Computed energies relative to the best structure, in kJ/mol: P) 506.5; Q) 0.0; R) 299.7; S) 347.1



P) This record from the Open Molecules 2025 dataset describes an isolated molecule of C6H8N2. The level of theory is ωB97M-V/def2-TZVPD.

## Properties
Gap between HOMO and LUMO in eV: 9.258
SMILES string: N1[C@@H]2[C@@H]3N[C@@H]4[C@H]1[C@@H]4[C@H]23
Total charge: 0
LUMO level in eV: 1.0

Last column: natural (NBO) charge in e.
Cartesian coordinates (Å):
C (-0.2824, -1.2972, -0.3515)  -0.06
C (-1.3159, -0.2698, -0.3534)  -0.08
C (0.2460, 1.3952, -0.2818)  -0.08
C (1.3738, 0.2907, -0.2969)  -0.10
C (0.5190, 0.4814, 0.9473)  -0.29
C (-0.6180, -0.5758, 0.9173)  -0.31
H (1.8926, -1.5354, -0.4129)  0.35
H (-0.7393, -2.3531, -0.4310)  0.22
H (-2.2827, -0.7498, -0.4537)  0.22
H (-1.8335, 1.6894, -0.6864)  0.38
H (0.7313, 2.3713, -0.2265)  0.23
H (2.3464, 0.7002, -0.4846)  0.22
H (1.0534, 0.6070, 1.9806)  0.23
H (-1.0522, -0.8149, 1.9569)  0.24
N (1.0240, -0.9787, -0.9656)  -0.57
N (-1.0624, 1.0394, -0.8578)  -0.60



Q) This record from the Open Molecules 2025 dataset describes an isolated molecule of C6H8N2. The level of theory is ωB97M-V/def2-TZVPD.

## Properties
Gap between HOMO and LUMO in eV: 9.253
SMILES string: C=CCc1ncc[nH]1
Total charge: 0
LUMO level in eV: 0.9

Last column: natural (NBO) charge in e.
Cartesian coordinates (Å):
C (2.1120, 0.5075, -0.0531)  -0.42
C (1.4368, 1.0892, -1.0619)  -0.17
C (-0.0398, 0.8260, -1.3451)  -0.48
C (-0.6840, -0.1551, -0.3629)  0.35
C (-1.7107, -1.7580, 0.5196)  -0.10
C (-1.2749, -0.9845, 1.6105)  -0.12
H (3.1906, 0.6648, 0.1053)  0.20
H (1.6582, -0.2328, 0.5650)  0.20
H (1.9756, 1.8350, -1.6790)  0.21
H (-0.5810, 1.7629, -1.1840)  0.22
H (-0.1741, 0.4093, -2.3363)  0.25
H (-2.3843, -2.6406, 0.6166)  0.21
H (-1.4130, -0.9893, 2.7016)  0.22
H (-0.1723, 0.8608, 1.5123)  0.43
N (-1.2745, -1.2701, -0.6347)  -0.46
N (-0.6646, 0.0749, 1.0262)  -0.54



Computed energies relative to the best structure, in kJ/mol: P) 274.3; Q) 0.0